[1]
A molecular structure, C4H12N2S in a non-equilibrium geometry. Source: the OMol25 dataset; level of theory: ωB97M-V with the def2-TZVPD basis set.

- orbital gap (eV) = 8.21
- molar mass (Da) = 120.2
- DFT total energy (Ha) = -667.24720

```
19
Properties=species:S:1:pos:R:3:lowdin_charge:R:1
C 0.02210 2.28568 -2.41675 -0.21
C -0.40704 1.86286 -1.03011 -0.69
S 1.01036 1.61814 0.09188 0.52
H 0.63687 1.53048 -2.90394 0.06
H 0.56434 3.22903 -2.40992 0.06
H -0.85475 2.44506 -3.05266 0.07
H -0.99304 0.94198 -1.10422 0.05
H -1.06928 2.60989 -0.58967 0.05
C 0.14602 -1.84345 0.51669 -0.21
C -0.01664 -1.56673 1.81523 -0.17
N 0.09570 -0.18841 2.26484 -0.03
N 0.08498 -3.09890 -0.01613 0.06
H 0.46450 -1.03603 -0.13702 0.08
H -0.28036 -2.31400 2.55262 0.10
H 0.72410 -0.08327 3.05806 0.11
H 0.48972 0.61182 1.22075 -0.11
H -0.79314 0.17737 2.59376 0.11
H 0.15301 -3.92976 0.54162 0.09
H 0.02255 -3.25175 -0.99504 0.08
```

[2]
A single C4H7NO2 molecule. Source: the OMol25 dataset; level of theory: ωB97M-V with the def2-TZVPD basis set.

- orbital gap (eV) = 10.31
- molar mass (Da) = 101.1
- DFT total energy (Ha) = -361.73122

```
14
Properties=species:S:1:pos:R:3:lowdin_charge:R:1
C -1.75132 0.13883 -0.69769 0.03
C -0.49997 0.46668 0.07102 -0.65
N -0.48185 1.42576 1.12614 0.16
O -0.40622 -0.03312 1.35078 0.00
C 2.19994 -0.87189 0.49764 0.04
C 1.60889 -0.46894 -0.62047 -0.19
O 0.60069 0.45930 -0.76275 -0.01
H -2.61903 0.13169 -0.03243 0.09
H -1.89616 0.87078 -1.49675 0.09
H -1.63679 -0.84956 -1.15437 0.10
H -1.45476 1.64838 1.35591 0.11
H 1.91950 -0.50833 1.47815 0.06
H 2.99419 -1.60726 0.42052 0.06
H 1.91448 -0.82232 -1.60228 0.11
```

[3]
2 unconnected molecules or ions with the total composition C2HI2N3 in a non-equilibrium geometry. Source: the OMol25 dataset; level of theory: ωB97M-V with the def2-TZVPD basis set.

- ⟨S²⟩ = 2.0151
- orbital gap (spin up / spin down) (eV) = 8.34 / 7.18
- spin multiplicity = 3
- molar mass (Da) = 320.9
- DFT total energy (Ha) = -836.25718

```
8
Properties=species:S:1:pos:R:3:lowdin_charge:R:1
C 0.00872 1.10491 -1.28708 -0.41
C -1.61643 -0.36695 -0.66450 -0.58
N 0.76366 1.59374 -1.99906 0.17
N -0.64486 0.38152 -0.43182 -0.15
N 0.63839 -0.13371 1.52710 -0.59
I -2.09831 -1.96124 0.50915 0.83
I 1.76699 -1.37108 0.54705 0.75
H 1.18184 0.75282 1.79917 -0.02
```

[4]
A single C6H11N molecule in a non-equilibrium geometry. Source: the OMol25 dataset; level of theory: ωB97M-V with the def2-TZVPD basis set.

- orbital gap (eV) = 9.16
- molar mass (Da) = 97.2
- DFT total energy (Ha) = -289.88245

```
18
Properties=species:S:1:pos:R:3:lowdin_charge:R:1
C 3.04111 -0.56507 -0.39535 -0.12
C 2.13309 0.55236 -0.02456 -0.17
C 0.91997 0.37028 0.52091 -0.18
N -0.21944 1.17242 0.29360 -0.08
C -1.24153 0.49031 -0.53041 -0.22
C -2.81538 -1.44969 0.05023 -0.01
C -2.15942 -0.32980 0.32588 -0.19
H 3.23027 -0.66898 -1.46798 0.07
H 4.00416 -0.48248 0.11535 0.07
H 2.58187 -1.53944 -0.20461 0.07
H 2.36695 1.60704 -0.14888 0.10
H 0.62553 -0.54587 1.03093 0.12
H -0.00944 1.99232 -0.26289 0.10
H -0.70920 -0.14195 -1.24648 0.12
H -1.82605 1.25318 -1.04064 0.12
H -2.67413 -1.88765 -0.93632 0.06
H -3.16033 -2.09621 0.84366 0.05
H -2.18741 -0.03399 1.37433 0.10
```

[5]
A molecular structure, C44H64N4O3SSbSe4Ta in a non-equilibrium geometry. Source: the OMol25 dataset; level of theory: ωB97M-V with the def2-TZVPD basis set.

- orbital gap (eV) = 5.82
- molar mass (Da) = 1347.6
- DFT total energy (Ha) = -12461.08453

```
122
Properties=species:S:1:pos:R:3:lowdin_charge:R:1
Ta -3.18926 0.03269 0.26836 1.09
C -5.51888 -4.45885 -1.11262 -0.10
N -5.05124 -3.87862 0.13951 -0.33
C -5.45886 -4.67190 1.28432 -0.09
C -3.61699 -3.67827 0.06732 -0.26
C -3.02993 -2.98427 1.30455 -0.17
N -1.87550 -2.05485 0.96367 -0.18
C -1.15575 -1.82472 2.25376 -0.12
C -0.44390 -0.51809 2.45628 -0.15
C 0.87362 -0.48310 2.84645 0.00
C 1.45682 0.72147 3.25780 -0.15
C 0.62367 1.82472 3.31554 0.03
C -0.75757 1.82786 3.00611 -0.07
C -1.22105 0.63338 2.50469 -0.19
O -2.55057 0.39784 2.02724 -0.35
C -1.54600 3.09722 3.36828 -0.53
C -1.29684 3.40387 4.85546 -0.04
C -1.04470 4.27739 2.52760 -0.04
C -3.05488 2.95557 3.18652 -0.08
C 2.90611 0.73634 3.74578 -0.55
C 3.82683 0.11383 2.69348 -0.04
C 3.39155 2.15470 4.03619 -0.06
C 3.00324 -0.09401 5.03312 -0.04
C -0.94510 -2.70464 -0.01410 -0.09
C -0.41558 -1.91440 -1.18142 -0.13
C 0.87959 -2.14243 -1.62400 0.01
C 1.34682 -1.56922 -2.80613 -0.15
C 0.42437 -0.84544 -3.55116 0.02
C -0.90277 -0.62625 -3.17240 -0.08
C -1.25912 -1.09508 -1.91399 -0.22
O -2.44941 -0.76726 -1.29500 -0.39
C -1.84267 0.02834 -4.19780 -0.51
C -1.59643 -0.61517 -5.57736 -0.05
C -1.53844 1.52637 -4.30502 -0.03
C -3.32252 -0.17863 -3.87121 -0.07
C 2.75779 -1.80593 -3.35827 -0.55
C 3.68077 -2.37409 -2.28255 -0.06
C 3.36857 -0.49792 -3.87581 -0.04
C 2.67546 -2.80031 -4.52337 -0.04
H -5.13277 -5.48007 -1.25927 0.09
H -5.18618 -3.83642 -1.94247 0.08
H -6.60773 -4.50097 -1.12969 0.09
H -5.02217 -5.68364 1.26321 0.09
H -6.54403 -4.77315 1.29371 0.09
H -5.16875 -4.18198 2.21422 0.08
H -3.43575 -3.06248 -0.81145 0.09
H -3.10705 -4.64424 -0.08600 0.13
H -2.68654 -3.72941 2.02642 0.13
H -3.79763 -2.39463 1.81512 0.09
H -0.44064 -2.63809 2.39392 0.12
H -1.90751 -1.92728 3.03485 0.13
H 1.44852 -1.40418 2.84729 0.12
H 1.03413 2.76138 3.66660 0.09
H -0.24593 3.58539 5.08698 0.07
H -1.64233 2.57825 5.48244 0.09
H -1.85660 4.29970 5.13329 0.09
H 0.01435 4.48848 2.69253 0.08
H -1.60718 5.17653 2.79137 0.09
H -1.19470 4.07898 1.46395 0.06
H -3.46714 2.09019 3.70705 0.08
H -3.37974 2.87018 2.15562 -0.01
H -3.52263 3.85411 3.60058 0.09
H 3.83741 0.71023 1.77916 0.07
H 3.52280 -0.90349 2.43322 0.08
H 4.84911 0.06624 3.07300 0.09
H 3.28803 2.80232 3.16039 0.09
H 4.44955 2.12760 4.30867 0.09
H 2.85304 2.61778 4.86687 0.09
H 2.74994 -1.14229 4.85409 0.08
H 2.32560 0.28874 5.79998 0.09
H 4.02284 -0.05915 5.42756 0.09
H -1.44041 -3.58092 -0.41883 0.11
H -0.08665 -3.08339 0.54283 0.12
H 1.52646 -2.77807 -1.02732 0.11
H 0.73410 -0.44045 -4.50698 0.11
H -0.62897 -0.34984 -6.00848 0.07
H -2.36627 -0.26982 -6.26972 0.08
H -1.65265 -1.70589 -5.52404 0.10
H -0.48576 1.70667 -4.54134 0.08
H -1.78414 2.02941 -3.36796 0.03
H -2.14684 1.97779 -5.09436 0.10
H -3.54698 -1.18958 -3.52820 0.09
H -3.90534 0.01011 -4.77552 0.09
H -3.70788 0.50395 -3.12145 -0.01
H 3.72019 -1.72547 -1.40152 0.08
H 4.69460 -2.46225 -2.68132 0.09
H 3.37286 -3.36995 -1.95532 0.08
H 3.43371 0.25215 -3.08688 0.05
H 2.79514 -0.06543 -4.69854 0.08
H 4.37973 -0.68610 -4.25099 0.09
H 2.19788 -3.73285 -4.21274 0.09
H 3.67639 -3.03449 -4.89809 0.09
H 2.09273 -2.38667 -5.35025 0.08
Se -6.09733 2.31686 -2.85317 -0.08
Sb -5.26687 1.68072 -0.71646 -0.16
Se -5.41607 -0.87271 -0.30239 0.32
Se -2.74504 2.27844 -0.56079 0.32
Se -6.37885 2.60558 1.22073 0.01
O -5.28861 -0.02503 2.72221 -0.21
H -5.97500 0.61510 2.44454 -0.11
H -5.32944 -0.13355 3.67407 0.04
S 4.47990 3.05673 -2.19776 1.02
C 2.93497 2.44935 -1.56743 -0.51
C 1.78568 3.12378 -1.95633 -0.08
C 0.55457 2.62515 -1.56487 -0.17
N 0.38133 1.53129 -0.81737 0.08
C 1.49800 0.90742 -0.43695 -0.12
C 2.78148 1.31299 -0.78915 -0.08
C 5.63533 2.45124 -1.01338 -0.55
C 5.96649 3.18115 0.11913 -0.08
C 6.92823 2.67856 0.98151 -0.14
N 7.56503 1.51660 0.79448 0.07
C 7.23407 0.82348 -0.29891 -0.14
C 6.29172 1.24664 -1.22561 -0.09
H 1.83990 4.02129 -2.56084 0.11
H -0.34527 3.14753 -1.87463 0.06
H 1.37292 0.01828 0.17029 0.10
H 3.63233 0.72998 -0.46507 0.09
H 5.48835 4.13202 0.31781 0.11
H 7.20185 3.24172 1.86657 0.11
H 7.75182 -0.11734 -0.44936 0.11
H 6.07311 0.65497 -2.10685 0.10
```

[6]
A molecular structure, C32H29BCl2MnN4O2PS2. Source: the OMol25 dataset; level of theory: ωB97M-V with the def2-TZVPD basis set.

- ⟨S²⟩ = 0.8261
- net charge = +1
- orbital gap (spin up / spin down) (eV) = 7.10 / 7.84
- spin multiplicity = 2
- molar mass (Da) = 733.4
- DFT total energy (Ha) = -4839.99022

```
74
Properties=species:S:1:pos:R:3:lowdin_charge:R:1
Mn 0.40185 0.87951 0.19246 0.39
C 0.97442 4.79695 1.95870 0.00
N -0.39151 4.29572 2.00887 -0.10
C -1.51821 5.07234 1.88515 -0.02
C -2.57573 4.22739 1.89827 -0.03
N -2.09947 2.94170 2.02623 0.01
B -3.00504 1.67073 2.02309 -0.38
N -2.81972 1.04789 0.57067 0.06
C -3.84701 0.24012 -0.25732 -0.04
C -2.81640 -0.28259 -2.13589 -0.12
N -1.33917 -0.28979 -2.06274 -0.05
C -0.68210 -1.30595 -2.87270 -0.02
C -1.07479 -0.26459 -0.66224 -0.32
S -1.22078 -1.47451 1.93690 1.02
C -0.76137 3.00766 2.07076 -0.59
S 0.34613 1.66898 2.24800 0.80
H 0.97368 5.82321 2.31517 0.10
H 1.33835 4.75889 0.93362 0.09
H 1.60702 4.19069 2.59953 0.08
H -1.46097 6.14350 1.81437 0.13
H -3.63196 4.42242 1.85180 0.13
H -2.63928 0.86921 2.83482 0.06
H -4.15061 2.01360 2.12773 0.08
H -4.81522 0.33247 0.22361 0.16
H -3.12511 -0.55292 -3.14297 0.16
H -1.01556 -1.19471 -3.90400 0.10
H -0.88428 -2.33475 -2.54916 0.10
H 0.39255 -1.13085 -2.85182 0.07
C 3.83080 -2.63587 4.14799 -0.06
C 2.78003 -1.75019 4.34266 -0.06
C 2.01137 -1.33751 3.26633 -0.11
C 2.29346 -1.81332 1.98535 -0.33
C 3.35402 -2.69927 1.79514 -0.07
C 4.11749 -3.10978 2.87614 -0.06
P 1.26697 -1.30370 0.59578 1.05
C 2.19744 -1.65801 -0.91856 -0.36
C 2.21605 -2.91956 -1.51589 -0.09
C 2.84724 -3.10456 -2.73550 -0.06
C 3.45946 -2.03207 -3.37247 -0.06
C 3.45305 -0.77655 -2.78182 -0.06
C 2.82802 -0.59202 -1.55806 -0.10
C -0.24163 -2.34877 0.62418 -0.64
C -0.40232 -3.80341 0.49895 -0.09
C -1.55797 -4.31212 0.03671 -0.05
C -2.67444 -3.48518 -0.40879 0.00
C -2.57543 -2.14899 -0.39058 -0.17
C -3.48648 -1.11792 -0.96985 -0.07
C -3.45851 1.00500 -1.54239 -0.06
C -2.48850 1.83893 -0.71587 0.01
C -1.54687 0.92659 -0.11512 -0.28
C -1.34795 -1.52043 0.11044 -0.55
H 4.43060 -2.95418 4.99038 0.11
H 2.55888 -1.37570 5.33309 0.11
H 1.18808 -0.65529 3.42875 0.04
H 3.59507 -3.05892 0.80322 0.10
H 4.93979 -3.79611 2.72479 0.11
H 1.72426 -3.75898 -1.04332 0.10
H 2.85503 -4.08445 -3.19426 0.11
H 3.94257 -2.17722 -4.32961 0.11
H 3.92491 0.06238 -3.27575 0.11
H 2.82949 0.40235 -1.12074 0.09
H 0.40654 -4.44955 0.81624 0.12
H -1.67233 -5.38668 -0.02048 0.11
H -3.56696 -3.97211 -0.78118 0.12
H -4.43490 -1.54429 -1.29820 0.16
H -4.19899 1.52904 -2.13594 0.15
H -2.38876 2.91446 -0.68555 0.15
Cl 0.92307 2.14590 -3.98642 0.63
C 1.21158 3.50983 -2.89755 -0.99
Cl 2.93611 3.71582 -2.55092 0.63
C 0.45314 3.30339 -1.58448 -0.70
O -0.34023 4.12728 -1.18778 0.09
O 0.79228 2.21783 -0.95895 -0.16
H 0.85575 4.41160 -3.38102 0.07
```

> The lowest molar mass belongs to which entry?

C6H11N

> What is the molar mass in the third record?

320.9 Da